# 1
The following is a quantum chemistry calculation of a cluster of 2 separate species, C4H7NS in total in a non-equilibrium geometry, from the Open Molecules 2025 dataset.

Each line ends with the natural charge from an NBO analysis.
CARTESIAN COORDINATES (ANGSTROEM)
C (-2.06457, 0.40433, -0.76149)  -0.627
C (-1.03327, 0.50233, 0.02325)  0.419
N (0.05284, 0.46843, 0.66172)  -0.461
C (0.01486, 0.09416, 2.14079)  -0.429
H (-2.23648, -0.52429, -1.18008)  0.240
H (-2.62140, 1.31023, -1.00541)  0.243
H (-0.75922, -0.68044, 2.42415)  0.207
H (-0.16137, 1.02434, 2.69754)  0.206
H (1.04895, -0.16544, 2.28026)  0.202
C (2.87852, 1.04460, -0.16730)  -0.451
S (2.71243, 0.51179, -1.67104)  0.076
H (3.50920, 1.93616, -0.06384)  0.183
H (2.46851, 0.62579, 0.75485)  0.191

Cartesian forces (eV/Å) of the 6 atoms listed first:
0.179 2.283 0.603
3.236 -0.496 1.737
-3.527 -0.204 -0.314
-0.596 0.775 -1.213
-0.594 -1.594 -0.989
-0.080 -0.516 0.054

* energy relative to the best compared isomer or geometry (same formula, charge and spin): 76.3 kcal/mol
* gap between HOMO and LUMO: 0.3127 Eh



# 2
The following is a quantum chemistry calculation of an isolated molecule of C4H7NS in a non-equilibrium geometry, from the Open Molecules 2025 dataset.

Each line ends with the natural charge from an NBO analysis.
CARTESIAN COORDINATES (ANGSTROEM)
C (0.40057, 1.72177, 1.20529)  -0.655
C (-0.04489, 0.43739, 0.59250)  -0.121
C (-0.06636, 0.21219, -0.75967)  -0.261
C (-0.35109, -1.11130, -1.27611)  0.082
N (-0.37734, -2.02980, -0.32813)  -0.765
S (-0.16382, -1.34440, -2.90274)  -0.155
H (1.10820, 1.76738, 2.01382)  0.230
H (0.96180, 2.21264, 0.37197)  0.219
H (-0.43580, 2.30672, 1.48168)  0.227
H (-0.53061, -0.39899, 1.13350)  0.167
H (0.18825, 0.95702, -1.44519)  0.224
H (-0.52785, -2.96531, -0.68292)  0.413
H (-0.16104, -1.76530, 0.59599)  0.394

Cartesian forces (eV/Å) of the 6 atoms listed first:
1.132 0.178 -1.958
-0.583 -0.952 -1.701
-0.283 0.491 3.477
1.541 0.974 -0.782
-1.055 -1.910 -1.720
-0.684 -0.474 0.062

* energy relative to the best compared isomer or geometry (same formula, charge and spin): 28.6 kcal/mol
* gap between HOMO and LUMO: 0.3044 Eh



# 3
The following is a quantum chemistry calculation of a cluster of 2 separate species, C4H7NS in total in a non-equilibrium geometry, from the Open Molecules 2025 dataset.

Each line ends with the natural charge from an NBO analysis.
CARTESIAN COORDINATES (ANGSTROEM)
C (-0.10375, 0.16862, 0.68538)  0.168
C (0.37059, -2.06117, -1.23191)  -0.518
C (-0.62468, -1.67441, -0.16486)  -0.395
C (0.15589, 2.41585, 0.64463)  -0.430
N (-0.09642, 1.16880, 0.00709)  -0.425
S (-1.17957, -1.28053, -1.72312)  0.190
H (0.30348, -0.11876, 1.62674)  0.150
H (1.20900, -1.41956, -1.17471)  0.228
H (0.33135, -3.12313, -1.43452)  0.229
H (-1.09749, -2.26657, 0.54437)  0.209
H (0.89494, 2.79979, -0.00280)  0.207
H (0.61516, 2.37584, 1.60201)  0.175
H (-0.77852, 3.01523, 0.62171)  0.214

Cartesian forces (eV/Å) of the 6 atoms listed first:
-0.293 -5.909 -1.256
-2.132 -0.271 1.380
2.197 4.776 0.729
-0.389 0.866 -0.951
-1.473 -0.055 -0.389
-0.665 0.027 -1.503

* energy relative to the best compared isomer or geometry (same formula, charge and spin): 95.7 kcal/mol
* gap between HOMO and LUMO: 0.3298 Eh



# 4
The following is a quantum chemistry calculation of an isolated molecule of C4H7NS in a non-equilibrium geometry, from the Open Molecules 2025 dataset.

Each line ends with the natural charge from an NBO analysis.
CARTESIAN COORDINATES (ANGSTROEM)
C (1.38437, 1.72916, -0.03058)  -0.452
C (1.10687, 0.47232, 0.03718)  0.154
N (1.47004, -1.03457, -0.05195)  -0.596
C (0.26298, -0.54830, 0.55206)  -0.124
C (-1.19006, -0.92002, 0.05577)  -0.543
S (-2.40859, 0.38394, 0.24492)  -0.034
H (0.81058, 2.49427, 0.52444)  0.226
H (2.25360, 2.03787, -0.66952)  0.211
H (1.44283, -1.44065, -0.97704)  0.366
H (0.46970, -0.51622, 1.63757)  0.198
H (-1.07107, -1.16622, -0.98108)  0.225
H (-1.66313, -1.70096, 0.71133)  0.234
H (-2.86812, 0.20937, -1.05310)  0.136

Cartesian forces (eV/Å) of the 6 atoms listed first:
1.703 1.826 -1.116
-0.468 -3.492 -0.578
1.305 2.394 -0.576
-2.059 -0.011 2.184
1.296 -0.217 2.043
-0.629 0.659 -1.547

* energy relative to the best compared isomer or geometry (same formula, charge and spin): 78.8 kcal/mol
* gap between HOMO and LUMO: 0.3627 Eh



# 5
The following is a quantum chemistry calculation of an isolated molecule of C4H7NS3 in a non-equilibrium geometry, from the Open Molecules 2025 dataset.

Each line ends with the natural charge from an NBO analysis.
CARTESIAN COORDINATES (ANGSTROEM)
C (1.23954, -0.38745, 1.18795)  -0.700
C (0.08556, 0.83016, 1.32268)  -0.242
S (-0.23359, 2.19707, 2.31208)  0.043
S (-0.87322, 0.70141, -0.21864)  0.294
C (-0.74813, -0.91339, -0.81726)  0.022
C (-1.72399, -1.73535, -0.01310)  -0.678
N (0.13775, -1.65792, -1.38685)  -0.459
S (1.45818, -0.76282, -2.21651)  0.104
H (1.98259, 0.07919, 0.31580)  0.270
H (0.84653, -1.37282, 1.25265)  0.242
H (1.94518, -0.34723, 2.09311)  0.237
H (-2.90480, -1.48011, -0.10032)  0.243
H (-1.50295, -1.35556, 1.09883)  0.224
H (-1.80773, -2.92394, -0.02539)  0.247
H (1.73712, -1.92844, -3.03939)  0.153

Cartesian forces (eV/Å) of the 6 atoms listed first:
2.434 5.234 1.685
0.680 -0.388 -0.507
1.014 -3.266 -1.968
0.155 3.080 0.216
0.547 -4.189 1.256
-3.722 -1.240 2.918

* energy relative to the best compared isomer or geometry (same formula, charge and spin): 92.6 kcal/mol
* gap between HOMO and LUMO: 0.3032 Eh



# 6
The following is a quantum chemistry calculation of the ion C4H7O2 with charge -1 in a non-equilibrium geometry, from the Open Molecules 2025 dataset.

Each line ends with the natural charge from an NBO analysis.
CARTESIAN COORDINATES (ANGSTROEM)
O (0.47398, -1.20793, 2.85519)  -0.606
C (0.11715, -1.10804, 1.68700)  0.459
C (-0.04590, 0.11545, 0.90584)  -0.627
C (-0.60577, -0.07481, -0.49275)  -0.446
C (0.32763, 0.78838, -1.55160)  -0.003
O (1.50127, 1.12203, -0.99474)  -0.916
H (-0.10198, -2.07537, 1.19022)  0.078
H (0.94910, 0.56192, 0.59998)  0.343
H (-0.49917, 0.92884, 1.47559)  0.218
H (-0.64696, -1.12541, -0.79006)  0.172
H (-1.61852, 0.33894, -0.61664)  0.170
H (0.46693, 0.09794, -2.40654)  0.085
H (-0.31778, 1.63807, -1.86149)  0.073

Cartesian forces (eV/Å) of the 6 atoms listed first:
-0.247 0.393 -0.430
0.302 -0.534 1.237
-0.016 0.329 -0.723
-0.409 1.042 -0.787
0.221 -1.024 1.157
-0.039 0.260 0.003

* energy relative to the best compared isomer or geometry (same formula, charge and spin): 56.6 kcal/mol
* gap between HOMO and LUMO: 0.2631 Eh
* charge: -1



# 7
The following is a quantum chemistry calculation of an isolated molecule of C4H7O2 in a non-equilibrium geometry, from the Open Molecules 2025 dataset.

Each line ends with the natural charge from an NBO analysis.
CARTESIAN COORDINATES (ANGSTROEM)
O (-2.20620, -0.08577, 0.91338)  -0.564
C (-1.30732, -0.00854, 0.12404)  0.716
O (-1.41155, 0.54216, -1.05404)  -0.170
C (0.14749, -0.43364, 0.42722)  -0.494
C (1.24968, 0.32068, -0.33140)  -0.400
C (2.62646, -0.22989, -0.01512)  -0.604
H (0.23950, -0.26295, 1.50089)  0.241
H (0.15805, -1.50153, 0.18903)  0.233
H (1.06540, 0.27077, -1.40293)  0.209
H (1.18502, 1.36144, -0.04853)  0.206
H (2.70974, -1.27940, -0.30159)  0.204
H (2.85906, -0.20283, 1.03612)  0.206
H (3.41335, 0.30451, -0.54261)  0.217

Cartesian forces (eV/Å) of the 6 atoms listed first:
-0.655 -0.192 0.062
1.268 0.413 0.564
-0.229 -0.039 -0.381
-0.396 0.176 -0.518
-0.327 -0.361 0.126
0.144 -0.362 -0.350

* energy relative to the best compared isomer or geometry (same formula, charge and spin): 8.4 kcal/mol
* 2S+1: 2
* gap between HOMO and LUMO (spin up / spin down): 0.4265 / 0.2789 Eh
* <S²>: 0.7540



# 8
The following is a quantum chemistry calculation of a structure of composition C4H7O2Pd in a non-equilibrium geometry, from the Open Molecules 2025 dataset.

Each line ends with the natural charge from an NBO analysis.
CARTESIAN COORDINATES (ANGSTROEM)
H (-2.24232, -0.59550, 1.25635)  0.548
O (-1.70877, -0.37258, 2.07422)  -0.504
C (-0.56320, 0.03581, 1.76313)  0.590
C (0.03578, -0.30040, 0.47469)  -0.568
C (0.43852, 0.91237, -0.37800)  -0.507
C (1.13415, 0.48079, -1.64922)  0.422
O (0.93557, 0.99935, -2.71905)  -0.443
Pd (-0.68367, -2.82148, -1.85569)  0.074
H (-0.18014, 0.85088, 2.38901)  0.229
H (-0.66361, -0.97325, -0.09060)  0.221
H (0.94539, -0.87395, 0.74738)  0.305
H (1.16814, 1.52492, 0.17787)  0.255
H (-0.43197, 1.52832, -0.63084)  0.253
H (1.81613, -0.39529, -1.55925)  0.126

Cartesian forces (eV/Å) of the 6 atoms listed first:
0.562 -0.816 0.953
-1.263 0.512 -0.376
-0.016 1.344 -1.495
-0.210 -0.524 0.020
0.069 0.628 0.526
-0.245 -0.271 -1.322

* energy relative to the best compared isomer or geometry (same formula, charge and spin): 13.9 kcal/mol
* 2S+1: 3
* gap between HOMO and LUMO (spin up / spin down): 0.1542 / 0.2650 Eh
* charge: +1
* <S²>: 2.0019



# 9
The following is a quantum chemistry calculation of the ion C4H7O2S with charge -1 in a non-equilibrium geometry, from the Open Molecules 2025 dataset.

Each line ends with the natural charge from an NBO analysis.
CARTESIAN COORDINATES (ANGSTROEM)
C (-1.00493, 0.28327, 0.18725)  -0.256
C (0.10356, -0.47097, 0.30251)  -0.178
C (-1.04137, 1.82349, -0.00551)  -0.637
C (0.23056, -1.95982, 0.29159)  -0.656
O (1.75582, 0.75236, -1.56970)  -1.048
O (2.69980, -0.61486, 0.36501)  -1.066
S (1.81047, 0.52240, -0.05685)  1.443
H (-2.01751, -0.16210, 0.07774)  0.156
H (-1.68509, 2.01515, -0.82543)  0.191
H (-0.07427, 2.33240, -0.22506)  0.230
H (-1.52308, 2.30094, 0.80713)  0.186
H (-0.84477, -2.52273, 0.35615)  0.169
H (0.67997, -2.10912, -0.73486)  0.236
H (0.91084, -2.19042, 1.03003)  0.230

Cartesian forces (eV/Å) of the 6 atoms listed first:
0.458 0.228 -0.153
-0.687 2.156 -1.013
1.302 -1.233 -0.287
-3.237 0.591 -2.763
0.022 -0.513 1.862
0.306 0.568 -0.349

* energy relative to the best compared isomer or geometry (same formula, charge and spin): 48.1 kcal/mol
* gap between HOMO and LUMO: 0.2652 Eh
* charge: -1



# 10
The following is a quantum chemistry calculation of the ion C4H7O2Si with charge -1 in a non-equilibrium geometry, from the Open Molecules 2025 dataset.

Each line ends with the natural charge from an NBO analysis.
CARTESIAN COORDINATES (ANGSTROEM)
C (-0.34296, -0.67804, 1.88768)  -0.348
C (0.00195, -0.31176, 0.64110)  -0.327
C (-1.28267, 0.29345, 2.58632)  0.761
C (0.73508, -0.99479, -0.46220)  -0.644
O (-1.37620, 1.37682, 1.91149)  -0.803
O (-1.73368, 0.01929, 3.65488)  -0.680
Si (-0.86156, 1.34652, 0.05721)  0.974
H (-0.32535, -1.59980, 2.53604)  0.195
H (0.16443, -1.48369, -1.16342)  0.213
H (1.55997, -1.69509, -0.08316)  0.178
H (1.35686, -0.33021, -1.08674)  0.211
H (-2.38406, 1.47698, -0.33581)  -0.217
H (-0.56343, 1.02375, -1.39088)  -0.310
H (-0.03726, 2.51299, 0.38363)  -0.202

Cartesian forces (eV/Å) of the 6 atoms listed first:
-0.898 -0.741 -0.009
-0.785 0.154 -0.192
2.566 -0.007 -2.563
4.039 -0.184 2.045
-1.295 1.356 -0.030
-1.449 -0.297 2.465

* energy relative to the best compared isomer or geometry (same formula, charge and spin): 0.0 kcal/mol
* gap between HOMO and LUMO: 0.3131 Eh
* charge: -1



- What is the energy relative to the best compared isomer or geometry (same formula, charge and spin) in the fourth record?
  78.8 kcal/mol



- Which value of energy relative to the best compared isomer or geometry (same formula, charge and spin) does entry 3 give?
  95.7 kcal/mol



- Among the records above, which one has the highest energy relative to the best compared isomer or geometry (same formula, charge and spin)?
  number 3